This record from OMol25 describes 5 unconnected molecules or ions with the total composition C4H19NO4S2 in a non-equilibrium geometry. The level of theory is ωB97M-V/def2-TZVPD.

Highest occupied orbital energy, eV: -8.73
Kohn-Sham gap, eV: 8.714
ΔE to the lowest compared entry with this formula, charge and spin, kJ/mol: 86.5
SMILES: CN[C@H](C)CSS.O.O.O.O
Energy, Ha: -1315.85195

Cartesian coordinates (Å):
S -3.421 2.715 0.491
S -3.166 0.899 1.186
C -1.471 0.240 1.192
C -0.458 0.916 0.299
C 0.225 2.163 0.911
N 0.558 -0.094 -0.028
C 1.538 0.302 -1.025
H -2.991 3.503 1.529
H -1.588 -0.830 1.010
H -1.219 0.223 2.261
H -0.958 1.320 -0.595
H 1.128 1.893 1.439
H -0.502 2.652 1.557
H 0.448 2.912 0.152
H 1.054 -0.428 0.795
H 1.987 -0.479 -1.632
H 2.322 0.964 -0.595
H 1.072 0.898 -1.815
H 2.606 -0.860 2.949
H 2.935 -0.861 1.496
O 2.167 -0.902 2.099
H -0.105 -1.678 -1.454
H 0.479 -2.494 -2.588
O -0.364 -2.168 -2.251
H 0.478 -2.566 0.523
H 1.375 -3.676 1.164
O 1.013 -3.347 0.315
H -2.121 -0.997 -3.469
H -1.189 -0.126 -2.590
O -1.832 -0.095 -3.325

Atomic forces in eV per Å
S 0.71 1.69 -0.42
S -0.88 -1.85 0.84
C -0.10 0.26 1.03
C 1.17 0.33 0.03
C -1.16 0.11 -0.03
N -0.31 -1.01 -1.33
C 0.18 1.48 -0.27
H -0.26 -0.34 -0.29
H -0.14 0.12 -0.76
H 0.50 0.51 -0.20
H 0.07 -0.77 -0.08
H 0.14 0.00 0.35
H 0.23 0.08 0.37
H 0.25 -0.16 -0.16
H -0.65 0.44 -0.10
H 0.17 -0.62 0.61
H -0.10 -0.41 -0.30
H -0.30 0.21 0.21
H -0.18 0.03 0.52
H -0.55 -0.13 0.10
O 1.17 -0.09 -0.21
H -0.07 0.02 0.18
H -0.18 -0.12 0.00
O 0.37 -0.05 0.11
H 0.23 -0.24 0.07
H -0.42 0.47 -0.68
O 0.27 -0.22 0.58
H 0.28 -0.23 0.24
H -0.61 -0.40 -0.79
O 0.17 0.90 0.36